Below is C26H23BrIrN4O7 as an isolated structure, with properties calculated with wB97M-V/def2-TZVPD.

XYZ file:
```
62
Properties=species:S:1:pos:R:3
Ir -0.07 0.27 -0.44
C -2.48 -2.01 -3.42
O -3.81 -1.80 -2.95
C -4.07 -1.38 -1.68
C -5.38 -1.49 -1.28
C -5.80 -1.10 0.00
C -4.88 -0.59 0.87
C -3.53 -0.44 0.49
C -2.62 0.14 1.46
N -1.39 0.44 1.30
N -0.76 0.96 2.43
C 0.42 1.36 2.13
O 0.93 1.48 0.95
C 1.28 1.79 3.28
C 2.66 1.73 3.14
C 3.49 2.15 4.17
C 2.94 2.65 5.34
C 1.56 2.71 5.49
C 0.73 2.27 4.46
C -3.09 -0.83 -0.79
O -1.87 -0.71 -1.18
H -1.91 -1.09 -3.50
H -2.60 -2.45 -4.41
H -1.93 -2.70 -2.78
H -6.08 -1.91 -1.99
H -6.84 -1.22 0.29
H -5.17 -0.28 1.87
H -3.05 0.34 2.44
H 3.07 1.34 2.21
H 4.56 2.09 4.06
H 3.58 2.98 6.15
H 1.12 3.09 6.40
H -0.35 2.31 4.56
C -1.23 3.70 -2.88
C -0.52 2.67 -2.05
N -1.15 1.89 -1.25
O -2.53 2.02 -1.27
C 0.89 2.50 -2.10
C 1.84 3.51 -2.65
N 1.31 1.36 -1.61
O 2.52 1.05 -1.57
H -2.20 3.31 -3.18
H -0.64 3.95 -3.76
H -1.40 4.60 -2.29
H -2.84 1.29 -0.72
H 1.46 4.52 -2.53
H 2.05 3.34 -3.72
H 2.79 3.41 -2.12
Br 4.77 -4.74 2.45
C 3.87 -4.43 0.80
C 4.11 -5.29 -0.26
C 3.46 -5.05 -1.46
C 2.59 -3.98 -1.59
C 2.37 -3.13 -0.52
C 3.01 -3.35 0.69
C 1.41 -1.98 -0.67
O 0.94 -1.70 -1.76
O 1.11 -1.31 0.41
H 4.79 -6.12 -0.14
H 3.64 -5.71 -2.31
H 2.08 -3.77 -2.52
H 2.83 -2.68 1.52
```

Properties
Energy above the lowest of the compared OMol25 structures with the same formula, charge and spin (kJ/mol): 193.0
HOMO energy (Eh): -0.16096
Gap between HOMO and LUMO (eV): 6.9
2S+1: 1
Net charge: -1

Below is C26H23CrIN7O2S3 as an isolated structure, with properties calculated with wB97M-V/def2-TZVPD.

XYZ file:
```
63
Properties=species:S:1:pos:R:3
Cr -1.05 -0.74 -1.00
C -1.48 -2.41 3.28
C -0.32 -2.90 2.46
N 0.42 -3.88 2.91
C 1.45 -4.34 2.16
C 1.83 -3.78 0.97
C 3.02 -4.34 0.23
O 2.83 -4.49 -1.16
C 1.08 -2.68 0.48
C 1.57 -1.91 -0.62
N 0.99 -0.87 -1.16
C 1.77 -0.10 -2.04
C 3.13 0.12 -1.79
C 3.92 0.84 -2.66
C 3.37 1.39 -3.82
C 2.02 1.24 -4.06
C 1.24 0.52 -3.17
I -0.86 0.38 -3.52
C -0.09 -2.30 1.18
O -0.94 -1.45 0.73
H -1.48 -2.92 4.24
H -2.41 -2.61 2.75
H -1.41 -1.33 3.43
H 1.97 -5.20 2.57
H 3.29 -5.30 0.69
H 3.88 -3.67 0.34
H 2.04 -5.01 -1.32
H 2.52 -2.22 -1.03
H 3.55 -0.27 -0.87
H 4.97 0.99 -2.44
H 3.99 1.93 -4.51
H 1.56 1.69 -4.93
S -4.11 -3.93 -1.93
C -3.02 -2.73 -1.70
S -3.42 -1.12 -1.20
S -1.31 -2.93 -1.90
C -0.24 2.99 -1.20
C -1.36 2.43 -0.39
N -1.43 1.18 0.02
C -2.50 1.09 0.89
C -3.08 2.31 1.00
N -2.37 3.16 0.17
C -2.76 4.53 -0.10
N -2.58 4.88 -1.47
N -1.70 5.84 -1.83
N -1.64 5.91 -3.10
C -2.49 4.97 -3.64
C -2.77 4.63 -4.97
C -3.67 3.61 -5.18
C -4.28 2.93 -4.11
C -4.01 3.24 -2.79
C -3.11 4.28 -2.58
H 0.59 2.29 -1.17
H 0.09 3.95 -0.80
H -0.52 3.14 -2.25
H -2.75 0.17 1.38
H -3.92 2.65 1.58
H -2.19 5.24 0.50
H -3.82 4.62 0.16
H -2.30 5.16 -5.78
H -3.91 3.31 -6.19
H -4.98 2.13 -4.32
H -4.47 2.70 -1.97
```

Properties
Energy above the lowest of the compared OMol25 structures with the same formula, charge and spin (kJ/mol): 25.9
HOMO energy (alpha / beta) (Eh): -0.26460 / -0.26338
Expectation value of S²: 3.84
Gap between HOMO and LUMO (alpha / beta) (eV): 6.3 / 6.2
2S+1: 4

Below is C26H23F5MoN2O5S as an isolated structure, with properties calculated with wB97M-V/def2-TZVPD.

XYZ file:
```
63
Properties=species:S:1:pos:R:3
Mo -0.82 -0.33 -0.28
F 0.53 1.06 6.11
C -0.03 0.81 4.93
C 0.72 0.80 3.75
F 2.06 1.06 3.78
C 0.06 0.51 2.58
F 0.75 0.27 1.35
C -1.35 0.27 2.49
O -1.93 -0.13 1.36
C -2.07 0.30 3.70
F -3.39 0.07 3.67
C -1.42 0.60 4.91
F -2.16 0.58 6.03
C -4.35 -0.41 -2.51
S -3.08 -1.70 -2.58
C -2.03 -1.09 -3.96
O -2.29 -1.56 -1.22
H -4.72 -0.34 -3.53
H -3.89 0.51 -2.15
H -5.13 -0.73 -1.82
H -2.49 -1.40 -4.91
H -0.98 -1.51 -3.84
H -1.95 0.04 -3.92
O -0.12 1.86 -0.26
C -1.07 2.23 -1.04
O -1.89 1.35 -1.46
C -1.27 3.63 -1.42
C -2.53 4.10 -1.83
C -2.75 5.46 -2.03
C -1.73 6.42 -1.92
C -0.50 5.91 -1.55
C -0.27 4.56 -1.23
H -3.36 3.42 -1.99
H -3.76 5.75 -2.22
H -1.83 7.46 -2.14
H 0.37 6.56 -1.45
H 0.69 4.26 -0.86
C 4.01 -3.35 0.46
N 3.49 -2.13 -0.18
N 2.09 -1.90 -0.22
C 1.92 -1.01 -1.31
O 0.82 -0.66 -1.81
C 3.19 -0.57 -1.74
C 4.13 -1.33 -1.04
C 5.59 -1.28 -1.19
C 1.19 -2.32 0.72
C -0.15 -2.53 0.26
C -1.10 -3.16 1.14
C -0.73 -3.52 2.44
C 0.57 -3.29 2.89
C 1.50 -2.70 2.04
H 3.24 -4.15 0.50
H 4.50 -3.12 1.44
H 4.85 -3.67 -0.21
H 3.36 0.11 -2.57
H 5.89 -0.65 -1.98
H 6.02 -2.28 -1.40
H 5.99 -0.92 -0.22
H -0.21 -2.81 -0.79
H -2.11 -3.36 0.83
H -1.45 -3.97 3.11
H 0.91 -3.57 3.86
H 2.50 -2.51 2.48
```

Properties
Energy above the lowest of the compared OMol25 structures with the same formula, charge and spin (kJ/mol): 0.0
HOMO energy (alpha / beta) (Eh): -0.51127 / -0.51270
Expectation value of S²: 2.03
Gap between HOMO and LUMO (alpha / beta) (eV): 5.8 / 6.5
2S+1: 3
Net charge: +2

Below is a 2-piece molecular cluster, C26H23N overall, with properties calculated with wB97M-V/def2-TZVPD.

XYZ file:
```
50
Properties=species:S:1:pos:R:3
C -0.76 0.56 5.23
N -0.48 0.88 3.84
C -0.05 -0.03 2.93
C 0.33 0.63 1.74
C 0.91 0.03 0.62
C 1.14 0.68 -0.65
C 0.15 1.51 -1.23
C 0.43 2.26 -2.37
C 1.70 2.23 -2.95
C 2.00 3.13 -4.11
C 2.67 1.35 -2.43
C 2.37 0.53 -1.35
C 0.10 2.06 1.99
C 0.45 3.23 1.33
C 0.14 4.47 1.91
C -0.46 4.55 3.18
C -0.76 3.37 3.90
C -0.44 2.17 3.29
H -1.08 1.47 5.74
H -1.53 -0.20 5.30
H 0.14 0.17 5.73
H 0.00 -1.09 3.16
H 1.34 -0.97 0.78
H -0.84 1.57 -0.77
H -0.33 2.91 -2.80
H 3.00 2.97 -4.50
H 1.28 2.95 -4.92
H 1.90 4.18 -3.83
H 3.66 1.32 -2.88
H 3.09 -0.20 -0.98
H 0.97 3.18 0.37
H 0.37 5.40 1.37
H -0.69 5.52 3.61
H -1.22 3.39 4.88
C -1.98 -4.53 0.27
C -1.34 -3.37 0.81
C -0.65 -2.72 -0.24
C -0.80 -3.48 -1.44
C -1.67 -4.61 -1.13
C -2.05 -5.50 -2.14
C -1.55 -5.31 -3.44
C -0.66 -4.25 -3.73
C -0.29 -3.33 -2.74
H -2.60 -5.26 0.79
H -1.39 -3.04 1.85
H -0.10 -1.80 -0.20
H -2.73 -6.32 -1.90
H -1.84 -5.99 -4.23
H -0.26 -4.15 -4.74
H 0.40 -2.50 -2.95
```

Properties
Energy above the lowest of the compared OMol25 structures with the same formula, charge and spin (kJ/mol): 62.4
HOMO energy (Eh): -0.16637
Gap between HOMO and LUMO (eV): 1.9
2S+1: 1

Below is C26H23N5OS2 in the gas phase, with properties calculated with wB97M-V/def2-TZVPD.

XYZ file:
```
57
Properties=species:S:1:pos:R:3
C -3.12 -0.42 -2.64
C -3.21 -1.68 -1.78
N -3.15 -1.37 -0.37
C -4.23 -1.02 0.39
S -5.82 -0.72 -0.26
C -6.09 0.96 0.43
C -4.86 1.77 0.02
O -4.73 2.19 -1.11
N -3.93 1.87 1.01
C -2.54 1.96 0.84
C -1.95 2.22 -0.39
C -0.58 2.07 -0.54
C 0.21 1.67 0.54
C 1.61 1.37 0.38
N 2.37 0.94 1.32
C 3.62 0.65 0.90
C 4.66 0.15 1.68
C 5.88 -0.12 1.08
C 6.09 0.11 -0.29
C 7.44 -0.20 -0.88
C 5.07 0.61 -1.07
C 3.85 0.87 -0.48
S 2.39 1.48 -1.21
C -0.38 1.51 1.79
C -1.74 1.65 1.94
N -3.88 -0.85 1.64
N -2.57 -1.08 1.72
C -2.11 -1.39 0.53
C -0.70 -1.65 0.31
C 0.06 -2.01 1.43
C 1.41 -2.23 1.31
C 2.04 -2.10 0.08
C 1.30 -1.73 -1.03
C -0.06 -1.49 -0.92
H -2.20 0.12 -2.45
H -3.16 -0.70 -3.69
H -3.96 0.24 -2.43
H -2.39 -2.38 -2.01
H -4.16 -2.19 -1.96
H -6.23 0.88 1.50
H -6.98 1.33 -0.07
H -4.19 1.49 1.91
H -2.56 2.50 -1.24
H -0.13 2.23 -1.50
H 4.50 -0.03 2.73
H 6.69 -0.51 1.68
H 8.20 0.43 -0.42
H 7.44 -0.02 -1.95
H 7.71 -1.23 -0.70
H 5.22 0.79 -2.12
H 0.24 1.23 2.63
H -2.20 1.47 2.90
H -0.44 -2.10 2.38
H 1.99 -2.50 2.18
H 3.10 -2.28 -0.01
H 1.78 -1.60 -1.98
H -0.60 -1.16 -1.79
```

Properties
HOMO energy (Eh): -0.28715
Gap between HOMO and LUMO (eV): 7.9
Structure (SMILES): CCn1c(SCC(=O)Nc2ccc(-c3nc4ccc(C)cc4s3)cc2)nnc1-c1ccccc1
2S+1: 1

Below is C26H24AsF11N3O4STi as an isolated structure, with properties calculated with wB97M-V/def2-TZVPD.

XYZ file:
```
71
Properties=species:S:1:pos:R:3
Ti -0.93 -0.08 0.58
O -2.49 3.11 -1.71
C -2.13 2.32 -0.85
O -1.46 1.24 -1.00
C -2.39 2.62 0.61
C -3.09 3.69 1.13
C -3.10 3.86 2.51
C -2.38 2.98 3.32
C -1.71 1.94 2.72
N -1.74 1.77 1.40
C -0.85 0.91 3.42
O -0.64 0.99 4.62
O -0.34 0.09 2.57
H -3.60 4.36 0.45
H -3.65 4.68 2.95
H -2.34 3.08 4.40
F 0.38 -5.00 5.17
C 1.05 -4.44 4.15
C 0.38 -3.69 3.20
F -0.94 -3.53 3.29
C 1.09 -3.13 2.15
F 0.37 -2.42 1.25
C 2.47 -3.25 1.99
S 3.34 -2.49 0.70
C 3.10 -4.02 2.98
F 4.43 -4.21 2.94
C 2.42 -4.60 4.03
F 3.08 -5.33 4.95
C 4.38 2.95 -1.27
C 3.24 2.36 -2.09
N 2.65 1.15 -1.52
C 3.11 -0.11 -2.09
C 4.56 -0.44 -1.77
C 1.66 1.22 -0.58
C 1.15 2.60 -0.27
N 1.14 0.20 0.02
H 4.70 3.91 -1.69
H 5.24 2.29 -1.24
H 4.07 3.12 -0.23
H 3.61 2.08 -3.08
H 2.47 3.11 -2.25
H 2.98 -0.04 -3.17
H 2.46 -0.92 -1.75
H 5.25 0.26 -2.24
H 4.79 -1.45 -2.12
H 4.72 -0.44 -0.69
H 0.56 2.99 -1.10
H 1.96 3.29 -0.05
H 0.51 2.54 0.61
H 1.63 -0.69 -0.10
F -3.98 0.01 0.20
As -4.29 -1.06 1.54
F -6.00 -0.92 1.32
F -4.28 0.30 2.61
F -4.49 -2.12 2.88
F -2.51 -1.18 1.76
F -4.21 -2.40 0.46
C -1.10 -1.63 -1.09
C -1.55 -1.23 -2.43
C -2.90 -1.16 -2.77
C -3.31 -0.74 -4.03
C -2.38 -0.37 -5.00
C -1.03 -0.43 -4.67
C -0.63 -0.85 -3.42
H -0.12 -2.11 -1.15
H -1.77 -2.37 -0.64
H -3.64 -1.42 -2.02
H -4.37 -0.69 -4.25
H -2.70 -0.04 -5.98
H -0.29 -0.14 -5.41
H 0.43 -0.88 -3.17
```

Properties
Energy above the lowest of the compared OMol25 structures with the same formula, charge and spin (kJ/mol): 0.0
HOMO energy (alpha / beta) (Eh): -0.08019 / -0.08019
Expectation value of S²: 0.76
Gap between HOMO and LUMO (alpha / beta) (eV): 6.3 / 6.3
2S+1: 2
Net charge: -2

| no. | E_tot (eV) |
| --- | --- |
| 1 | -120508.454 |
| 2 | -110890.557 |
| 3 | -66813.972 |
| 4 | -28821.536 |
| 5 | -58505.520 |
| 6 | -164703.489 |